1.
Density functional theory data (ωB97M-V/def2-TZVPD) for an isolated molecule of C19H21F3N4O2 in a non-equilibrium geometry.

The geometry in XYZ format:
```
49
C19H21F3N4O2, DFT ωB97M-V/def2-TZVPD
N -1.219 -4.203 2.224
C 1.054 3.090 -3.203
C 1.715 -0.211 -1.382
H 0.403 -2.499 0.390
C 1.387 1.108 3.417
H -0.737 -0.721 -1.231
H 0.348 -2.841 2.859
H -1.046 0.211 0.285
H 0.152 -0.645 -3.575
F -2.031 0.800 -7.380
H 1.547 1.040 6.111
O 2.701 0.748 0.937
H 2.398 0.815 3.551
F -2.061 2.556 -5.991
C 0.739 1.717 5.820
C 1.476 2.174 -2.212
C -1.242 -1.910 1.838
N 0.941 -0.048 -0.160
H 0.065 3.417 -5.019
F -0.212 2.108 -7.302
H 1.588 -1.236 -1.783
H -2.702 -2.166 0.168
H 2.027 2.531 -1.340
H -1.053 -4.596 0.143
N -0.591 1.492 2.385
H -1.729 -1.024 2.263
C 0.494 0.378 -3.529
C 0.347 2.636 -4.300
C -1.233 1.570 -6.528
H -2.717 -4.611 0.726
H 2.752 -0.081 -1.267
C 1.474 0.544 0.982
C -0.760 -2.945 2.801
H -1.183 -2.840 3.789
C -0.398 -0.540 -0.193
H -1.549 2.158 4.196
C -1.704 -4.142 0.846
C -0.470 -1.866 0.505
C 1.206 0.795 -2.368
N 0.533 1.594 4.370
H 1.054 2.751 6.074
C 0.023 1.258 -4.503
H -0.159 1.440 6.354
C 0.750 1.037 2.226
H 1.337 4.131 -3.104
O -0.759 0.718 -5.485
C -1.825 -2.606 0.635
H -0.471 -4.899 2.282
C -0.660 1.813 3.678
```

Summary:
Structure (SMILES): Cn1cnc(C(=O)N(Cc2cccc(OC(F)(F)F)c2)C[C@H]2[C@@H]3CNC[C@@H]32)c1

---

2.
Density functional theory data (ωB97M-V/def2-TZVPD) for an isolated molecule of C22H24N2O3.

The geometry in XYZ format:
```
51
C22H24N2O3, DFT ωB97M-V/def2-TZVPD
H -1.448 2.195 0.008
C -5.201 1.592 0.436
H -3.667 -1.920 1.091
N 2.272 -0.149 -1.178
H -6.255 1.390 0.548
H -6.067 -3.002 -0.467
C -4.336 -1.926 0.224
H 7.382 -0.108 2.183
H 0.229 -1.609 -2.152
H 7.067 2.149 1.224
C 5.302 1.605 0.151
O -5.018 -0.689 0.126
C 0.966 0.189 -1.209
C -3.351 3.108 0.370
H 5.787 -1.903 1.632
C 6.548 0.093 1.526
H 3.663 1.111 -2.095
C -4.711 2.876 0.515
H 2.883 -1.859 0.876
H -4.914 -3.983 0.456
H -5.970 -2.831 1.287
C 3.600 -1.771 0.053
H -2.063 -1.027 -2.190
C -0.052 -0.950 -1.329
C 2.856 -1.467 -1.248
H 4.121 -2.726 -0.033
N -2.031 -0.274 -0.232
H 2.097 -2.224 -1.433
C -2.509 2.041 0.139
C 4.575 -0.673 0.375
C -2.994 0.738 0.050
C 4.395 0.598 -0.159
C 6.372 1.358 0.989
H -2.954 4.109 0.435
C 3.257 0.912 -1.091
H 5.159 2.589 -0.270
H 3.572 -1.480 -2.081
H -5.388 3.698 0.695
H 0.691 -1.656 0.631
O -1.593 -0.996 1.892
C -4.362 0.496 0.207
H 2.734 1.814 -0.762
C 5.654 -0.914 1.217
H -3.749 -2.112 -0.686
C -5.392 -3.010 0.385
C -1.336 -0.944 0.710
O 0.609 1.352 -1.147
H -0.495 -2.726 -0.131
C -0.200 -1.683 0.007
H -1.405 0.622 -2.020
C -1.454 -0.367 -1.558
```

Summary:
Structure (SMILES): CCOc1ccccc1N1C[C@@H](C(=O)N2CCc3ccccc3C2)CC1=O

---

3.
Density functional theory data (ωB97M-V/def2-TZVPD) for a structure of composition C16H19N2O5S2Se2TcTe2.

The geometry in XYZ format:
```
49
C16H19N2O5S2Se2TcTe2, DFT ωB97M-V/def2-TZVPD
H 3.153 -0.863 -3.460
O 0.268 -1.617 -2.479
N 2.057 -0.489 0.172
C 0.292 -2.044 0.965
H 2.872 -2.500 -5.274
H 1.516 1.972 -0.575
H -1.399 -4.973 1.260
C 1.977 -2.153 -4.755
H 5.575 3.294 -0.859
H 3.140 3.748 -1.053
H -0.024 2.398 -3.422
H -0.601 2.285 -5.088
C -0.214 0.377 -4.163
Se -0.542 4.238 -1.127
C 4.386 0.244 0.007
Te -4.033 2.761 -1.145
C -0.721 -2.955 1.309
C 2.252 -0.825 -4.073
H 0.587 -5.835 0.062
C 3.030 0.511 -0.121
C -0.604 -4.290 0.987
Te -1.743 2.805 0.405
Se -1.275 0.393 -0.378
S 0.551 1.561 3.169
C 4.857 2.509 -0.658
C 0.086 1.853 -4.360
S 0.907 -0.352 -2.934
Tc 0.431 -0.062 1.305
C 1.527 -3.922 -0.059
H 1.103 2.011 -4.729
O 0.576 2.380 4.332
N 2.375 -1.689 -0.134
H -0.152 -0.198 -5.090
O -0.749 0.811 2.918
O 1.560 0.436 3.126
H -1.607 -2.601 1.824
C 3.498 2.767 -0.769
H 4.705 -0.738 0.325
C 1.406 -2.565 0.266
H 6.358 1.056 -0.164
H 1.680 -2.895 -4.016
C 2.576 1.769 -0.499
H 1.170 -2.071 -5.484
H 2.401 -4.260 -0.600
C 0.521 -4.782 0.307
H -1.198 0.219 -3.720
O 0.757 2.237 1.858
H 2.364 -0.003 -4.783
C 5.298 1.250 -0.269
```

Summary:
Total charge: -1
Multiplicity: 4

---

DFT total energy (hartree)
-1405.6663; -1188.0058; -7322.9590